1.
{
  "formula": "C5H8NO3S",
  "method": "the ωB97M-V functional and the def2-TZVPD basis",
  "species": ["C", "C", "C", "C", "C", "N", "O", "O", "O", "S", "H", "H", "H", "H", "H", "H", "H", "H"],
  "positions_angstrom": [[0.4388, 1.8113, 0.5006], [1.0466, -0.0763, -1.8349], [0.0543, -0.3298, 1.7628], [1.5337, -0.2127, -0.3682], [0.5371, 0.4615, 0.5892], [0.3502, 2.9477, 0.2558], [-2.4835, -1.4151, 0.9951], [-3.4303, 0.7148, 0.1873], [-2.4171, -0.9180, -1.3680], [-2.4444, -0.3733, 0.0127], [1.8539, -0.3058, -2.5274], [0.2130, -0.7826, -2.0147], [0.8138, 1.0856, -2.0489], [0.7372, -0.4745, 2.5796], [-0.2706, -1.3166, 1.5625], [-0.7805, 0.1087, 2.1826], [1.6933, -1.3211, -0.1328], [2.5546, 0.3961, -0.3333]],
  "forces_ev_per_angstrom": [[-0.546, 2.047, -0.629], [-0.203, 1.895, -0.067], [1.075, 0.224, -0.136], [1.093, 0.789, -0.488], [0.979, -3.281, 0.267], [0.192, -0.280, 0.360], [-0.132, -1.356, 1.779], [0.621, -0.363, 0.218], [0.287, 0.399, 0.415], [-0.818, 1.276, -2.760], [0.155, -0.217, -0.033], [0.099, 0.919, -0.031], [-0.002, -2.798, 0.460], [1.117, 0.355, 0.379], [-0.208, -0.954, -0.922], [-1.768, 1.127, 0.929], [-0.152, 1.672, -0.010], [-1.787, -1.452, 0.271]],
  "energy_ev": -23781.43323,
  "largest_force_ev_per_a": 3.43,
  "lumo_energy_ev": [2.486, 3.429],
  "total_charge": -1,
  "orbital_gap_ev": [6.34, 8.47]
}

***

2.
{
  "formula": "C5H8NO5S",
  "method": "the ωB97M-V functional and the def2-TZVPD basis",
  "species": ["C", "C", "C", "C", "C", "N", "O", "O", "O", "O", "O", "S", "H", "H", "H", "H", "H", "H", "H", "H"],
  "positions_angstrom": [[1.1436, -2.0563, -0.6783], [0.5539, 0.9067, -0.0204], [0.1115, -0.3610, 0.7358], [0.5204, -0.3442, 2.2919], [-1.3953, -0.5851, 0.4754], [0.9985, -1.4189, 0.3014], [-0.4869, 0.0295, -2.3770], [1.6402, -2.7609, -1.4348], [-1.7883, 2.1031, -2.5112], [0.6875, 2.1051, -2.5160], [-0.4963, 1.6575, -0.4702], [-0.5411, 1.4474, -2.1000], [1.2409, 1.6176, 0.7042], [1.2501, 0.6221, -1.0077], [-0.2139, -1.0366, 2.6646], [0.3996, 0.7333, 2.5335], [1.5759, -0.6614, 2.2572], [-1.5761, -1.6330, 0.3022], [-1.5751, -0.0233, -0.3795], [-2.0490, -0.3418, 1.2287]],
  "forces_ev_per_angstrom": [[-5.866, -0.282, -6.170], [4.738, 1.102, -0.211], [0.184, -0.757, 1.973], [-0.604, 1.737, -2.879], [2.313, -1.755, -0.701], [1.560, 3.947, 7.791], [-0.422, -0.380, 0.586], [4.275, -3.971, -2.500], [1.179, -0.572, 0.985], [-0.241, 0.289, -0.010], [-0.601, 0.159, -0.195], [-0.908, 1.814, -3.180], [-1.573, -1.847, -1.636], [-1.381, 0.589, 2.967], [0.220, -0.155, 1.183], [-0.087, -0.884, 0.820], [-0.657, 0.124, 0.749], [0.076, -0.558, -0.418], [-1.130, 0.267, -1.312], [-1.075, 1.131, 2.157]],
  "s_squared": 2.0120,
  "energy_ev": -27872.58785,
  "largest_force_ev_per_a": 8.87,
  "spin_multiplicity": 3,
  "lumo_energy_ev": [3.469, -0.393],
  "total_charge": -1,
  "orbital_gap_ev": [4.98, 5.26]
}

***

3.
{
  "formula": "C5H8NPS",
  "method": "the ωB97M-V functional and the def2-TZVPD basis",
  "species": ["C", "C", "C", "C", "S", "C", "N", "P", "H", "H", "H", "H", "H", "H", "H", "H"],
  "positions_angstrom": [[-0.6203, 1.5694, -0.0906], [-0.8102, 0.2009, 0.4279], [-2.0282, -0.3738, 0.9957], [-1.8949, -1.6996, 1.3029], [-0.3710, -2.3132, 0.7962], [0.0759, -0.7992, 0.2792], [1.4405, -0.6081, -0.6293], [1.9204, -2.1395, -1.1006], [-1.0064, 1.6959, -1.0665], [-1.0297, 2.1932, 0.6494], [0.4408, 1.8285, -0.1747], [-2.9753, 0.2102, 1.1170], [-2.7464, -2.3964, 1.4596], [2.1437, -0.2895, 0.0578], [2.2477, -1.8517, -2.5415], [0.6146, -2.4960, -1.6088]],
  "forces_ev_per_angstrom": [[1.505, -0.439, 0.558], [-1.136, -1.307, 0.078], [0.056, 0.906, 0.141], [-1.326, -0.283, -0.715], [-0.950, -1.137, 1.023], [4.078, 1.557, -2.904], [-2.870, 1.339, 3.725], [0.216, -1.793, -3.087], [-0.868, 0.281, -0.899], [-0.810, 1.420, 0.472], [-0.130, -0.217, 0.120], [1.011, -0.676, -0.051], [0.974, 0.608, 0.376], [-0.499, 0.095, -0.425], [0.097, -0.141, 1.317], [0.653, -0.212, 0.272]],
  "energy_ev": -26926.69318,
  "largest_force_ev_per_a": 5.24,
  "lumo_energy_ev": 0.842,
  "orbital_gap_ev": 9.42,
  "smiles": "Cc1ccsc1NP"
}

***

4.
{
  "formula": "C5H8NS",
  "method": "the ωB97M-V functional and the def2-TZVPD basis",
  "species": ["C", "C", "S", "C", "C", "C", "N", "H", "H", "H", "H", "H", "H", "H", "H"],
  "positions_angstrom": [[0.3884, 0.8836, 1.5649], [-0.2407, 1.7103, 0.7181], [-0.9047, 1.7746, -0.8693], [-1.0468, 0.0669, -1.5396], [0.0845, -0.9076, -1.0667], [0.5803, -1.2100, 0.2860], [0.7680, -0.4221, 1.3401], [0.8296, 1.2157, 2.5300], [-0.3470, 2.7688, 1.1349], [-1.0111, 0.0633, -2.5335], [-2.0177, -0.2131, -1.2534], [-0.0449, -1.9218, -1.3709], [0.9662, -0.6672, -1.7315], [0.7024, -2.1640, 0.7076], [1.2937, -0.9774, 2.0834]],
  "forces_ev_per_angstrom": [[1.345, 0.527, 1.186], [-0.354, 1.895, 0.284], [0.285, -0.421, -0.154], [1.536, 0.099, 5.210], [1.062, -0.014, -0.939], [-0.558, 2.942, 2.261], [0.405, -2.478, -1.103], [-0.805, 0.188, -0.907], [0.122, -1.532, -0.558], [0.250, 0.534, -4.131], [-1.116, -0.884, 0.572], [-1.059, -0.716, -0.966], [-0.405, 0.114, 0.986], [0.554, -1.875, -1.012], [-1.263, 1.621, -0.729]],
  "energy_ev": -17631.25681,
  "largest_force_ev_per_a": 5.43,
  "lumo_energy_ev": -5.247,
  "total_charge": 1,
  "orbital_gap_ev": 7.74,
  "smiles": "C1=CSCCC=[NH+]1"
}

***

Repeat the third record exactly.
{
  "formula": "C5H8NPS",
  "method": "the ωB97M-V functional and the def2-TZVPD basis",
  "species": ["C", "C", "C", "C", "S", "C", "N", "P", "H", "H", "H", "H", "H", "H", "H", "H"],
  "positions_angstrom": [[-0.6203, 1.5694, -0.0906], [-0.8102, 0.2009, 0.4279], [-2.0282, -0.3738, 0.9957], [-1.8949, -1.6996, 1.3029], [-0.3710, -2.3132, 0.7962], [0.0759, -0.7992, 0.2792], [1.4405, -0.6081, -0.6293], [1.9204, -2.1395, -1.1006], [-1.0064, 1.6959, -1.0665], [-1.0297, 2.1932, 0.6494], [0.4408, 1.8285, -0.1747], [-2.9753, 0.2102, 1.1170], [-2.7464, -2.3964, 1.4596], [2.1437, -0.2895, 0.0578], [2.2477, -1.8517, -2.5415], [0.6146, -2.4960, -1.6088]],
  "forces_ev_per_angstrom": [[1.505, -0.439, 0.558], [-1.136, -1.307, 0.078], [0.056, 0.906, 0.141], [-1.326, -0.283, -0.715], [-0.950, -1.137, 1.023], [4.078, 1.557, -2.904], [-2.870, 1.339, 3.725], [0.216, -1.793, -3.087], [-0.868, 0.281, -0.899], [-0.810, 1.420, 0.472], [-0.130, -0.217, 0.120], [1.011, -0.676, -0.051], [0.974, 0.608, 0.376], [-0.499, 0.095, -0.425], [0.097, -0.141, 1.317], [0.653, -0.212, 0.272]],
  "energy_ev": -26926.69318,
  "largest_force_ev_per_a": 5.24,
  "lumo_energy_ev": 0.842,
  "orbital_gap_ev": 9.42,
  "smiles": "Cc1ccsc1NP"
}

***

Repeat the first record exactly.
{
  "formula": "C5H8NO3S",
  "method": "the ωB97M-V functional and the def2-TZVPD basis",
  "species": ["C", "C", "C", "C", "C", "N", "O", "O", "O", "S", "H", "H", "H", "H", "H", "H", "H", "H"],
  "positions_angstrom": [[0.4388, 1.8113, 0.5006], [1.0466, -0.0763, -1.8349], [0.0543, -0.3298, 1.7628], [1.5337, -0.2127, -0.3682], [0.5371, 0.4615, 0.5892], [0.3502, 2.9477, 0.2558], [-2.4835, -1.4151, 0.9951], [-3.4303, 0.7148, 0.1873], [-2.4171, -0.9180, -1.3680], [-2.4444, -0.3733, 0.0127], [1.8539, -0.3058, -2.5274], [0.2130, -0.7826, -2.0147], [0.8138, 1.0856, -2.0489], [0.7372, -0.4745, 2.5796], [-0.2706, -1.3166, 1.5625], [-0.7805, 0.1087, 2.1826], [1.6933, -1.3211, -0.1328], [2.5546, 0.3961, -0.3333]],
  "forces_ev_per_angstrom": [[-0.546, 2.047, -0.629], [-0.203, 1.895, -0.067], [1.075, 0.224, -0.136], [1.093, 0.789, -0.488], [0.979, -3.281, 0.267], [0.192, -0.280, 0.360], [-0.132, -1.356, 1.779], [0.621, -0.363, 0.218], [0.287, 0.399, 0.415], [-0.818, 1.276, -2.760], [0.155, -0.217, -0.033], [0.099, 0.919, -0.031], [-0.002, -2.798, 0.460], [1.117, 0.355, 0.379], [-0.208, -0.954, -0.922], [-1.768, 1.127, 0.929], [-0.152, 1.672, -0.010], [-1.787, -1.452, 0.271]],
  "energy_ev": -23781.43323,
  "largest_force_ev_per_a": 3.43,
  "lumo_energy_ev": [2.486, 3.429],
  "total_charge": -1,
  "orbital_gap_ev": [6.34, 8.47]
}

***

Copy entry 4 word for word.
{
  "formula": "C5H8NS",
  "method": "the ωB97M-V functional and the def2-TZVPD basis",
  "species": ["C", "C", "S", "C", "C", "C", "N", "H", "H", "H", "H", "H", "H", "H", "H"],
  "positions_angstrom": [[0.3884, 0.8836, 1.5649], [-0.2407, 1.7103, 0.7181], [-0.9047, 1.7746, -0.8693], [-1.0468, 0.0669, -1.5396], [0.0845, -0.9076, -1.0667], [0.5803, -1.2100, 0.2860], [0.7680, -0.4221, 1.3401], [0.8296, 1.2157, 2.5300], [-0.3470, 2.7688, 1.1349], [-1.0111, 0.0633, -2.5335], [-2.0177, -0.2131, -1.2534], [-0.0449, -1.9218, -1.3709], [0.9662, -0.6672, -1.7315], [0.7024, -2.1640, 0.7076], [1.2937, -0.9774, 2.0834]],
  "forces_ev_per_angstrom": [[1.345, 0.527, 1.186], [-0.354, 1.895, 0.284], [0.285, -0.421, -0.154], [1.536, 0.099, 5.210], [1.062, -0.014, -0.939], [-0.558, 2.942, 2.261], [0.405, -2.478, -1.103], [-0.805, 0.188, -0.907], [0.122, -1.532, -0.558], [0.250, 0.534, -4.131], [-1.116, -0.884, 0.572], [-1.059, -0.716, -0.966], [-0.405, 0.114, 0.986], [0.554, -1.875, -1.012], [-1.263, 1.621, -0.729]],
  "energy_ev": -17631.25681,
  "largest_force_ev_per_a": 5.43,
  "lumo_energy_ev": -5.247,
  "total_charge": 1,
  "orbital_gap_ev": 7.74,
  "smiles": "C1=CSCCC=[NH+]1"
}